Record 1
{"formula": "C2H2O2S2", "method": "ωB97M-V with the def2-TZVPD basis set", "multiplicity": 3, "homo_energy_ev": [-7.56, -10.43], "gap_ev": [6.947, 7.560], "e_above_lowest_kcal_mol": 50.9, "elements": ["O", "H", "S", "C", "O", "S", "C", "H"], "coordinates": [[-3.20408, -0.46761, 0.08384], [-0.61237, -1.45676, -0.25597], [-2.10052, 0.49158, -0.02530], [0.73662, 0.49656, -0.12165], [3.27206, 0.41776, 0.04535], [2.08388, -0.44053, -0.02124], [-0.72958, -0.44676, -0.11996], [0.74050, 1.58382, 0.09792]], "forces_ev_per_angstrom": [[-1.63, -1.49, 0.25], [-0.08, -2.21, -0.37], [-1.09, 3.09, -0.14], [-4.82, -3.14, 0.82], [0.50, -0.09, 0.10], [-0.36, 0.63, -0.31], [7.56, 4.03, 0.10], [-0.08, -0.82, -0.46]], "lowdin_spin": [0.495, 0.033, 0.548, -0.138, 0.229, 0.198, 0.646, -0.012]}

---

Record 2
{"formula": "C6H4N2O2", "method": "ωB97M-V with the def2-TZVPD basis set", "smiles": "N#Cc1ccco1.N=C=O", "homo_energy_ev": -9.63, "gap_ev": 9.862, "e_above_lowest_kcal_mol": 39.6, "elements": ["O", "C", "C", "H", "C", "H", "N", "C", "H", "H", "C", "O", "C", "N"], "coordinates": [[-2.23246, -1.09025, -0.88501], [-2.72974, -0.68804, 0.06592], [2.07618, -0.82496, -0.19488], [0.10247, -1.34197, -0.85841], [-0.63680, 1.52073, -0.31235], [-3.27637, 0.26881, 1.67780], [-3.44843, -0.45526, 0.98158], [0.69581, -0.57726, -0.32005], [3.72137, 0.44340, 0.19251], [2.48883, -1.84042, -0.07072], [0.48002, 0.73183, -0.15736], [1.74190, 1.35905, 0.09221], [2.64364, 0.34429, 0.08824], [-1.62644, 2.15007, -0.29951]], "forces_ev_per_angstrom": [[1.30, -0.54, -1.77], [-0.54, -0.39, -0.36], [-0.15, -1.72, 1.08], [-0.31, 0.87, 1.17], [-3.40, 2.47, 0.44], [-0.17, -0.38, -0.42], [-0.84, 1.24, 2.51], [-0.66, -2.02, -2.01], [-0.46, 1.06, 0.32], [0.05, 0.91, -0.58], [2.98, 0.18, 0.01], [-0.72, -0.66, 0.05], [0.76, 0.31, -0.21], [2.16, -1.32, -0.25]], "nbo_charge": [-0.522, 0.860, -0.328, 0.266, 0.245, 0.424, -0.760, -0.211, 0.217, 0.240, 0.095, -0.382, 0.143, -0.286]}

---

Record 3
{"formula": "C10H15NO2", "method": "ωB97M-V with the def2-TZVPD basis set", "smiles": "Cc1ccc(O)cc1.CCC(N)=O", "homo_energy_ev": -8.50, "gap_ev": 9.094, "e_above_lowest_kcal_mol": 69.2, "elements": ["C", "C", "H", "C", "C", "H", "C", "H", "H", "H", "H", "H", "H", "O", "C", "H", "C", "H", "O", "C", "C", "H", "H", "H", "H", "H", "N", "C"], "coordinates": [[-0.56811, -1.76243, -0.97885], [0.73269, -3.86894, -0.56525], [0.30958, 1.16884, 1.34710], [0.67569, -2.51866, -0.97809], [1.75862, -0.51009, -1.78131], [0.27304, -3.86105, 0.46296], [-0.11068, 1.04805, 2.30232], [-0.35110, 0.06148, 2.57255], [-0.25031, 2.59020, 0.09899], [0.27841, -4.59262, -1.05515], [-1.34785, -2.23334, -0.44494], [1.39518, 1.58185, -2.64308], [0.67833, 1.50543, 2.84803], [-2.26556, 3.90013, 2.11763], [1.83737, -1.84598, -1.47310], [-1.67207, -0.28113, -1.96963], [0.53614, 0.12081, -1.91950], [-1.18477, 3.99980, -0.25877], [0.58782, 1.44773, -2.14039], [-0.60699, -0.59080, -1.66912], [-1.58633, 3.04474, 1.56977], [-1.56259, 1.99894, 3.48929], [1.78672, -4.29909, -0.23447], [2.90470, -2.27451, -1.37630], [-2.51682, 1.18476, 2.09799], [2.71730, -0.11360, -2.16937], [-0.90500, 3.31322, 0.43970], [-1.54337, 1.78625, 2.31101]], "forces_ev_per_angstrom": [[3.95, -2.68, -0.48], [3.63, -0.33, 6.65], [0.36, -0.90, -1.80], [0.34, 4.06, -1.90], [1.16, -0.80, -1.20], [-0.06, -0.38, -0.68], [-2.61, 1.15, -1.13], [0.58, -1.45, 0.24], [-0.84, 0.75, 0.03], [-2.26, -3.07, -2.83], [-1.33, -0.24, -0.15], [0.10, 0.49, -0.01], [-0.02, 0.50, 1.50], [-0.57, 0.82, -0.68], [0.27, -1.27, 1.62], [1.88, 0.45, 0.76], [1.41, -0.53, 0.42], [-0.05, -0.15, 0.89], [-0.94, 1.04, -0.97], [-3.62, 1.37, -0.06], [-1.31, 2.41, 1.45], [-0.78, 0.16, -2.75], [-1.71, 1.16, -1.22], [-2.07, 0.23, -0.39], [2.12, 0.59, 0.07], [-0.78, 0.57, 0.55], [1.54, -1.73, -1.42], [1.61, -2.21, 3.49]], "nbo_charge": [-0.183, -0.620, 0.186, -0.046, -0.282, 0.216, -0.609, 0.216, 0.395, 0.217, 0.214, 0.481, 0.213, -0.620, -0.195, 0.231, 0.265, 0.415, -0.669, -0.263, 0.628, 0.240, 0.211, 0.216, 0.244, 0.208, -0.823, -0.487]}

---

Record 4
{"formula": "C23H21N3O2S", "method": "ωB97M-V with the def2-TZVPD basis set", "smiles": "COCc1ccc(C(=O)N2CCc3c([nH]c4ccccc34)[C@H]2c2ccccn2)s1", "homo_energy_ev": -7.71, "gap_ev": 8.035, "e_above_lowest_kcal_mol": 28.9, "elements": ["C", "C", "O", "H", "C", "H", "H", "H", "H", "C", "C", "C", "H", "S", "H", "H", "H", "C", "C", "H", "N", "H", "H", "C", "H", "N", "H", "H", "C", "C", "H", "C", "O", "H", "C", "C", "H", "H", "C", "C", "N", "H", "C", "C", "C", "H", "C", "C", "C", "C"], "coordinates": [[-1.45650, 4.22525, 0.75511], [0.97153, -3.84145, 2.95495], [-1.62664, -2.67226, -2.10733], [3.91175, -2.48764, -0.94747], [2.85453, -2.56257, 3.55237], [-4.38064, 3.04692, -1.56156], [-1.00643, -0.17171, 0.73682], [0.15582, -4.36832, 3.46335], [-3.27936, 0.13569, -2.20114], [0.41178, -2.94953, 1.88806], [-0.55261, -1.14322, 0.81537], [-0.53855, 1.42309, -1.27548], [1.91559, -1.81467, -2.26695], [0.32876, -3.48413, 0.24420], [1.63374, -4.59079, 2.49373], [3.18409, 0.91414, 1.55367], [4.56880, -1.09592, 1.02145], [2.94012, 0.26806, 0.72009], [-2.68217, 4.85517, 0.76618], [-2.84444, 5.69286, 1.42833], [-0.20165, 2.35977, -0.33918], [3.54469, -3.32617, 3.17145], [-4.66901, 4.95618, -0.02300], [3.70682, -0.84458, 0.42393], [0.81118, 0.76180, -2.76427], [-0.54530, -0.70499, -2.31450], [-0.14878, -1.18661, 2.97628], [0.67708, 2.33579, 0.15571], [-0.09928, -1.69515, 2.03025], [-0.89936, -1.82450, -1.62343], [2.69076, -1.81257, 2.77022], [-0.37344, -1.97917, -0.24885], [1.64431, -3.14189, 3.97261], [-0.90023, 0.28069, -4.10957], [-2.50096, 0.72225, -2.69990], [3.33901, -1.61509, -0.67065], [-2.98230, 1.31610, -3.47976], [-0.65043, 4.55114, 1.39583], [-1.82858, 1.60468, -1.69528], [-3.57110, 3.36964, -0.92393], [1.87470, 0.62634, 0.02170], [3.28780, -2.08641, 4.42941], [-1.47131, -0.23112, -3.33077], [2.23040, -1.24410, -1.40706], [-2.34216, 2.71087, -0.95640], [-1.96611, -1.10209, -3.76150], [1.50758, -0.11887, -1.01143], [0.34198, 0.35441, -1.84738], [-1.29050, 3.15193, -0.11056], [-3.72497, 4.43276, -0.06373]], "forces_ev_per_angstrom": [[0.04, 0.05, 0.09], [-0.06, -0.23, 0.11], [-0.10, -0.13, -0.03], [0.04, -0.08, -0.02], [0.06, 0.11, -0.08], [-0.11, -0.01, -0.06], [-0.08, 0.21, -0.08], [0.13, 0.01, -0.14], [-0.05, 0.00, -0.10], [0.01, -0.03, -0.36], [-0.06, -0.21, -0.39], [-0.25, 0.01, -0.24], [-0.05, -0.06, -0.08], [-0.29, 0.48, 0.31], [-0.06, 0.01, 0.09], [0.11, -0.02, 0.09], [0.07, -0.01, 0.07], [0.36, -0.14, 0.15], [0.10, 0.05, 0.10], [0.01, 0.06, 0.05], [0.21, 0.14, 0.05], [0.01, 0.01, 0.00], [-0.08, 0.03, 0.00], [-0.05, 0.04, -0.06], [-0.11, -0.12, 0.21], [0.26, 0.19, -0.34], [0.01, 0.07, 0.21], [-0.12, -0.06, -0.02], [0.13, -0.29, 0.16], [0.03, -0.17, 0.09], [0.03, -0.05, 0.06], [-0.23, -0.52, 0.52], [-0.17, -0.03, 0.12], [0.00, -0.03, 0.04], [0.10, -0.05, 0.08], [-0.07, 0.16, -0.04], [-0.04, -0.05, -0.04], [0.07, 0.07, 0.07], [0.31, -0.24, -0.02], [0.05, -0.01, 0.02], [-0.20, 0.22, -0.20], [0.07, 0.01, -0.04], [-0.41, -0.08, -0.25], [0.19, 0.22, 0.08], [0.33, 0.12, 0.27], [0.11, 0.16, -0.04], [0.47, -0.15, -0.21], [0.02, 0.15, 0.04], [-0.50, 0.13, -0.20], [-0.23, 0.05, -0.05]], "nbo_charge": [-0.227, -0.096, -0.601, 0.222, -0.257, 0.211, 0.239, 0.210, 0.217, -0.206, -0.210, 0.211, 0.223, 0.470, 0.174, 0.195, 0.224, 0.050, -0.221, 0.210, -0.543, 0.162, 0.210, -0.268, 0.230, -0.430, 0.233, 0.448, -0.267, 0.650, 0.176, -0.314, -0.524, 0.193, -0.419, -0.169, 0.218, 0.210, -0.137, -0.217, -0.483, 0.195, -0.212, -0.197, -0.025, 0.247, 0.231, -0.118, 0.116, -0.236]}

---

Record 5
{"formula": "C4H15N2O", "method": "ωB97M-V with the def2-TZVPD basis set", "homo_energy_ev": -13.52, "charge": 1, "gap_ev": 10.644, "e_above_lowest_kcal_mol": 30.5, "elements": ["H", "C", "O", "H", "H", "H", "H", "C", "C", "H", "H", "H", "H", "C", "H", "H", "H", "H", "N", "N", "H", "H"], "coordinates": [[-2.19054, -1.22323, 2.03945], [0.23594, -0.17046, -1.73643], [3.28786, 0.20689, 1.22641], [3.72294, -0.66628, 1.36731], [-2.81233, 0.15256, 1.01198], [-3.18150, -1.52578, 0.59878], [1.83629, 1.13790, -1.26701], [-2.44231, -0.87728, 1.05340], [-1.04185, -0.72802, 0.33347], [0.56261, 1.09021, -0.25278], [0.34696, 1.86542, -1.76237], [0.95513, -0.86502, -1.31363], [-0.42493, -1.62670, 0.49313], [-1.20825, -0.33574, -1.10203], [-0.25997, 0.42683, 2.09293], [-1.04140, 1.25045, 1.12173], [-1.73479, 0.63474, -1.13743], [-1.63638, -1.08630, -1.74342], [0.81435, 1.11083, -1.27158], [-0.42995, 0.40779, 1.08451], [3.71481, 0.88390, 1.75802], [-0.02059, -0.13196, -2.77784]], "forces_ev_per_angstrom": [[-0.44, 0.11, 0.62], [-1.65, 0.31, 0.98], [-0.14, -0.92, -0.41], [-0.25, 1.30, 0.11], [-0.41, -0.33, 0.51], [0.08, -0.28, -0.20], [-0.11, 0.26, -0.60], [1.16, 0.13, -1.26], [-2.31, -0.04, 2.73], [-0.21, 0.27, 0.61], [0.52, 0.52, 0.14], [-0.36, -0.87, -0.84], [-0.14, 0.38, -0.27], [2.71, 0.53, -0.06], [0.36, -1.63, -0.34], [-0.05, -0.88, -0.90], [-0.09, -0.47, -0.35], [-0.79, -0.25, 0.21], [-0.07, 0.17, 0.30], [0.64, 2.35, -0.39], [0.29, -0.34, 0.15], [1.23, -0.30, -0.74]], "nbo_charge": [0.221, -0.226, -0.979, 0.492, 0.194, 0.224, 0.448, -0.603, -0.052, 0.475, 0.428, 0.229, 0.217, -0.417, 0.412, 0.365, 0.210, 0.251, -0.718, -0.894, 0.489, 0.232]}